# 1
15
Properties=species:S:1:pos:R:3 method="wB97M-V/def2-TZVPD" orbital_gap_ev=10.3136 fmax_ev_per_a=1.8 multiplicity=1 smiles="[H]/N=C/N.NCO" total_charge=0
H 1.2319 -0.4355 2.7802
N 0.8445 -0.1464 1.8808
C 1.8730 0.1049 1.1685
N 1.8557 0.5841 -0.1120
H 2.8821 -0.1703 1.4933
H 2.5104 0.2660 -0.7923
H 1.0926 1.1818 -0.3971
N -1.4368 -1.0750 -1.4098
C -1.9322 0.1904 -0.9024
O -1.0092 0.8811 -0.0559
H -0.4329 -0.9969 -1.4961
H -1.5410 -1.8314 -0.7468
H -1.9418 0.8393 -1.7856
H -2.9244 0.1405 -0.4564
H -1.0719 0.4676 0.8315

---

# 2
24
Properties=species:S:1:pos:R:3 method="wB97M-V/def2-TZVPD" orbital_gap_ev=8.8174 fmax_ev_per_a=0.9 multiplicity=1 total_charge=+1
C 1.7863 0.4489 0.0096
N 1.9456 -0.9944 0.1370
C 0.6824 -1.5861 0.4727
C 2.4466 -1.5602 -1.1158
H 1.2863 0.8042 0.9179
H 1.1289 0.6774 -0.8579
H 2.7315 0.9601 -0.1361
H 0.7398 -2.6755 0.4997
H 0.2906 -1.3111 1.4585
H -0.1121 -1.3642 -0.2684
H 2.5252 -2.6361 -0.9784
H 3.4158 -1.1358 -1.3658
H 1.7633 -1.3383 -1.9524
C -2.0990 2.3581 0.6436
N -1.7072 0.9190 0.4924
C -2.5290 0.1707 -0.5261
H -1.6317 2.7514 1.5420
H -1.7525 2.8956 -0.2341
H -3.1765 2.4381 0.7481
H -1.8259 0.4638 1.3967
H -0.6943 0.8713 0.3301
H -3.5711 0.3968 -0.3219
H -2.3288 -0.8847 -0.3810
H -2.2521 0.5447 -1.5056

---

# 3
17
Properties=species:S:1:pos:R:3 method="wB97M-V/def2-TZVPD" orbital_gap_ev=6.2956 fmax_ev_per_a=1.0 multiplicity=1 smiles=CN[C@@H](CO)C[S-] total_charge=-1
C 2.8609 -0.5259 -0.5435
N 1.4998 -1.0914 -0.4921
C 0.4579 -0.1647 -0.0054
C 0.1093 0.7566 -1.1919
O -0.9790 1.6587 -1.0906
C -0.6521 -0.9751 0.6438
S -1.8988 0.0331 1.5174
H 3.6003 -1.3234 -0.4702
H 2.9739 0.2086 0.2595
H 3.0279 0.0796 -1.4434
H 1.2335 -1.3506 -1.4385
H 0.8953 0.4449 0.8030
H -0.0364 0.1991 -2.1276
H 1.0235 1.3451 -1.3222
H -1.4169 1.4959 -0.2143
H -0.9965 -1.6920 -0.0936
H -0.1818 -1.5887 1.3931

---

# 4
9
Properties=species:S:1:pos:R:3 method="wB97M-V/def2-TZVPD" orbital_gap_ev="6.3415 / 7.1576" fmax_ev_per_a=3.1 multiplicity=1 smiles="C=[PH]=P#[PH2]" total_charge=0
C 1.5106 -1.5765 -0.8001
P 0.5755 -0.1003 -0.7219
P -1.2885 -0.3240 0.1608
P -1.8210 1.7183 0.4263
H 1.0373 -2.5429 -1.1013
H 2.5186 -1.3705 -0.9332
H 1.5032 0.4755 0.0993
H -1.2496 2.4242 1.5708
H -2.7860 1.2962 1.2992

---

# 5
44
Properties=species:S:1:pos:R:3 method="wB97M-V/def2-TZVPD" s2=1.031 orbital_gap_ev="4.1563 / 4.3151" fmax_ev_per_a=3.0 multiplicity=2 total_charge=+3
Mn -0.2521 0.3147 -0.4165
Br 0.0278 2.5128 6.5471
C -0.0916 2.2328 4.6886
C -0.4922 3.2785 3.8373
C -0.5544 3.0845 2.4808
C -0.1927 1.8486 1.9016
O -0.2309 1.6906 0.6073
C 0.2240 0.7808 2.7766
C 0.7220 -0.4403 2.2237
N 0.6187 -0.7383 0.9619
C 1.4268 -1.7358 0.3682
C 1.8340 -2.9534 0.8737
C 2.6953 -3.7633 0.1097
C 3.1881 -3.3483 -1.1042
C 2.8111 -2.0946 -1.6432
C 3.3047 -1.5299 -2.8377
C 2.8399 -0.2957 -3.2461
C 1.8523 0.3647 -2.5092
N 1.3728 -0.1333 -1.3774
C 1.8762 -1.3200 -0.9148
C 0.2561 0.9994 4.1561
H -0.7468 4.2381 4.2602
H -0.8770 3.8684 1.8068
H 1.2993 -1.0809 2.8869
H 1.4641 -3.3120 1.8228
H 2.9765 -4.7322 0.4962
H 3.8561 -3.9742 -1.6762
H 4.0518 -2.0573 -3.4148
H 3.2419 0.1773 -4.1283
H 1.4322 1.3094 -2.8493
H 0.5588 0.1975 4.8128
Se -1.4752 1.8253 -3.9642
Te -2.5613 3.7351 -4.8803
Te -2.9102 5.2952 -2.6921
Se -1.9705 3.9703 -0.9627
N -3.1811 -1.9390 -1.8746
C -2.8862 -0.9758 -1.0179
O -1.7115 -0.5487 -0.8772
C -3.9747 -0.3574 -0.1967
I -4.9317 1.1880 -1.3858
H -2.4586 -2.3507 -2.4507
H -4.1182 -2.3036 -1.9666
H -3.5603 0.1353 0.6832
H -4.7534 -1.0627 0.0848

---

# 6
38
Properties=species:S:1:pos:R:3 method="wB97M-V/def2-TZVPD" orbital_gap_ev=5.2715 fmax_ev_per_a=1.6 multiplicity=1 total_charge=+2
Pd -0.6617 0.1154 0.5378
C -2.8657 -3.2486 -0.5893
C -1.9600 -3.9500 -1.3670
C -0.6579 -3.4947 -1.5601
C -0.2458 -2.3139 -0.9644
C -1.2043 -1.6326 -0.2136
C -2.4912 -2.0469 0.0208
C 1.0775 -1.6870 -0.9952
C 2.1994 -2.1851 -1.6478
C 3.3808 -1.4865 -1.5504
C 3.4505 -0.2961 -0.8089
C 4.6506 0.4435 -0.6826
C 4.6775 1.5947 0.0496
C 3.5039 2.0497 0.6845
C 2.3244 1.3601 0.5858
C 2.2750 0.1716 -0.1646
N 1.1180 -0.5461 -0.2924
H -3.8693 -3.6243 -0.4449
H -2.2665 -4.8782 -1.8296
H 0.0297 -4.0706 -2.1653
H -3.1896 -1.4870 0.6293
H 2.1347 -3.1037 -2.2115
H 4.2728 -1.8537 -2.0426
H 5.5399 0.0758 -1.1777
H 5.5923 2.1612 0.1489
H 3.5375 2.9618 1.2651
H 1.4445 1.7295 1.1011
S -0.9390 0.5588 2.7364
C -2.0391 1.8254 2.1490
C -2.8566 2.7538 2.7453
C -3.6357 3.5180 1.8797
C -3.5839 3.3269 0.5032
C -2.7367 2.3686 -0.0184
N -1.9700 1.6646 0.8252
H -2.9019 2.8659 3.8189
H -4.3040 4.2656 2.2867
H -4.1934 3.9191 -0.1638
H -2.6366 2.1749 -1.0771

---

# 7
88
Properties=species:S:1:pos:R:3 method="wB97M-V/def2-TZVPD" orbital_gap_ev="4.9433 / 4.9418" fmax_ev_per_a=3.4 multiplicity=1 total_charge=0
Mo -0.1338 -0.6658 0.2945
S 0.6356 1.6006 0.6617
P -2.1871 1.9362 0.9493
C -0.8537 1.4079 -0.2423
P -0.3819 1.8068 -2.0053
S 1.2714 0.8581 -2.5190
C 0.0647 3.5724 -2.2092
C -0.7588 4.4624 -2.8866
C -0.3404 5.7673 -3.0907
C 0.8956 6.1869 -2.6279
C 1.7246 5.2950 -1.9668
C 1.3152 3.9913 -1.7607
C -1.7061 1.4588 -3.1979
C -1.4156 1.6221 -4.5511
C -2.3756 1.3120 -5.4957
C -3.6080 0.8133 -5.1012
C -3.8908 0.6464 -3.7571
C -2.9416 0.9714 -2.8062
C -1.7501 3.6116 1.5561
C -0.7370 4.4410 1.1014
C -0.5885 5.7061 1.6433
C -1.4408 6.1446 2.6418
C -2.4411 5.3093 3.1153
C -2.5918 4.0465 2.5780
C -3.5745 2.5117 -0.1019
C -4.8048 1.8654 -0.0575
C -5.8352 2.2831 -0.8814
C -5.6552 3.3653 -1.7253
C -4.4447 4.0394 -1.7377
C -3.4054 3.6124 -0.9349
H -1.7171 4.1350 -3.2646
H -0.9811 6.4543 -3.6246
H 1.2163 7.2043 -2.7942
H 2.6968 5.6118 -1.6203
H 1.9708 3.2893 -1.2663
H -0.4410 1.9820 -4.8538
H -2.1648 1.4528 -6.5454
H -4.3408 0.5483 -5.8479
H -4.8493 0.2633 -3.4428
H -3.1604 0.8625 -1.7573
H -0.0574 4.1085 0.3311
H 0.1969 6.3506 1.2761
H -1.3242 7.1373 3.0492
H -3.0987 5.6443 3.9034
H -3.3704 3.3825 2.9334
H -4.9528 1.0338 0.6163
H -6.7828 1.7665 -0.8600
H -6.4588 3.6947 -2.3663
H -4.3140 4.9041 -2.3714
H -2.4624 4.1414 -0.9335
O -1.4264 -0.8589 7.1285
C -0.2801 -0.8204 6.7224
O 0.8339 -0.7768 7.2094
C -0.2261 -0.8290 5.1157
C 0.9850 -0.7198 4.4451
C 0.9923 -0.7438 3.0587
N -0.1598 -0.7675 2.3359
C -1.3263 -0.9436 3.0057
C -1.3925 -0.9863 4.3953
C -2.4487 -1.1133 2.1172
C -3.7369 -1.4597 2.5233
C -4.7190 -1.6402 1.5711
C -4.3803 -1.4545 0.2369
C -3.0804 -1.1224 -0.0937
N -2.1155 -0.9510 0.8175
C 2.1829 -0.7814 2.2239
C 3.4877 -0.8341 2.7101
C 4.5367 -0.8769 1.8100
C 4.2534 -0.8194 0.4540
C 2.9305 -0.7658 0.0463
N 1.9181 -0.7751 0.9050
H 1.8900 -0.6287 5.0232
H -2.3258 -1.1241 4.9183
H -3.9430 -1.6107 3.5695
H -5.7160 -1.9299 1.8614
H -5.1019 -1.5942 -0.5506
H -2.7961 -1.0375 -1.1292
H 3.6702 -0.8519 3.7722
H 5.5561 -0.9344 2.1576
H 5.0396 -0.8047 -0.2844
H 2.6868 -0.7135 -1.0061
F 1.5317 -2.4194 -1.6316
Te -0.4961 -2.8395 -1.9789
F 0.1061 -2.0380 -3.7168
F 0.0880 -2.7106 0.3946
F -2.0935 -3.2112 -0.6115
F -2.1913 -2.2894 -2.9350
O -0.5468 -1.0321 -1.3660

---

# 8
23
Properties=species:S:1:pos:R:3 method="wB97M-V/def2-TZVPD" orbital_gap_ev=5.0924 fmax_ev_per_a=7.7 multiplicity=1 total_charge=+2
O 3.6482 -6.1457 -0.8120
C 3.4351 -5.0337 -0.6179
Bi 1.8410 -1.4337 -0.5017
C 1.8678 1.1962 0.0814
O 1.7865 2.2706 0.4359
C -0.3248 -0.8589 -2.0702
O -1.2887 -0.7275 -2.6745
C 0.3344 -2.0539 1.1289
O -0.5776 -2.4032 1.7482
C 2.9292 -0.5640 -2.7163
O 3.3199 -0.5665 -3.7884
H 1.2863 -2.8558 -1.4490
Cl -1.9025 1.6170 3.9254
C -1.7271 1.6118 2.2308
C -2.4948 2.4530 1.4218
C -2.2511 2.4266 0.0577
C -1.2731 1.5827 -0.4553
N -0.6036 0.7370 0.3364
C -0.7714 0.7720 1.6530
H -3.2485 3.1017 1.8810
H -2.7983 3.0725 -0.6067
H -1.0373 1.6325 -1.5177
H -0.1495 0.1690 2.3091